(1)
A single C7H10O5 molecule at a distorted geometry, computed with wB97M-V/def2-TZVPD.

SMILES: CC(=O)O[C@@H]1CC[C@H]2OO[C@@H]1O2
HOMO-LUMO gap, eV: 10.423
HOMO, eV: -9.646
E_tot, Eh: -648.77378
Energy relative to the best compared isomer or geometry (same formula, charge and spin), eV: 4.5430

Each line ends with the Löwdin charge.
Geometry (Å):
1 C -2.7876 -0.6756 -2.4636  0.007
2 C -1.5185 -0.0779 -2.0179  -0.580
3 O -1.2260 0.9632 -2.3594  0.176
4 O -0.6666 -0.8176 -1.1881  0.019
5 C 0.4823 -0.1854 -0.7191  -0.283
6 C 1.3059 -1.2393 -0.0389  -0.052
7 C 1.1204 -1.3849 1.6653  -0.065
8 C 0.6024 -0.1332 2.2447  -0.357
9 O 1.6183 0.8599 2.1874  -0.021
10 O 1.4347 1.5567 0.9404  0.004
11 C 0.2494 0.9665 0.3476  -0.239
12 O -0.4608 0.4315 1.4385  0.004
13 H -2.6138 -1.8132 -2.6349  0.120
14 H -3.1615 -0.0969 -3.3077  0.078
15 H -3.6721 -0.4109 -1.6725  0.149
16 H 1.1389 0.1165 -1.5879  0.176
17 H 1.2698 -2.2555 -0.5453  0.135
18 H 2.3480 -0.8732 -0.0633  0.113
19 H 0.4500 -2.3314 2.1370  0.169
20 H 2.1017 -1.5826 2.1252  0.103
21 H 0.1700 -0.1547 3.2653  0.173
22 H -0.3540 1.8319 0.0247  0.172

Forces on atoms 1 to 2 (eV/Å):
-2.2888 -1.9645 1.7791
-0.3243 -4.8095 2.3042


(2)
A single C2H3Cl2N molecule at a distorted geometry, computed with wB97M-V/def2-TZVPD.

SMILES: ClC1(Cl)CN1
HOMO-LUMO gap, eV: 11.064
HOMO, eV: -10.212
E_tot, Eh: -1053.07864
Energy relative to the best compared isomer or geometry (same formula, charge and spin), eV: 1.2070

Each line ends with the Löwdin charge.
Geometry (Å):
1 Cl -2.2918 -1.5348 0.0402  0.629
2 C -1.5153 0.0059 0.1135  -1.284
3 Cl -2.7449 1.2281 -0.0822  0.607
4 C -0.1797 0.2560 -0.3973  -0.252
5 N -0.3184 0.2331 1.0478  0.023
6 H 0.5105 -0.4756 -1.0248  0.157
7 H 0.0622 1.1980 -0.6604  0.053
8 H -0.3159 -0.6339 1.5495  0.067

Forces on atoms 1 to 2 (eV/Å):
0.3751 -0.7431 0.1122
0.9273 1.0711 0.4158


(3)
A 7-piece molecular cluster, C22H58BrN2O6 overall, computed with wB97M-V/def2-TZVPD.

HOMO-LUMO gap, eV: 7.358
HOMO, eV: -11.605
E_tot, Eh: -4007.71804
Charge: +1

Each line ends with the Löwdin charge.
Geometry (Å):
1 Br -4.6588 2.6225 1.3237  0.924
2 N -4.9448 0.7699 0.9925  -0.430
3 C -5.8374 0.1465 2.0388  -0.162
4 C -5.0802 -0.2205 3.3177  -0.196
5 N -3.7753 -0.8075 3.1221  -0.042
6 C -2.9514 -0.1393 2.1394  -0.201
7 C -3.6445 0.0345 0.8004  -0.174
8 H -5.4460 0.7576 0.1054  0.131
9 H -6.6218 0.8716 2.2454  0.112
10 H -6.2838 -0.7240 1.5547  0.133
11 H -5.7070 -0.9408 3.8426  0.133
12 H -5.0070 0.6605 3.9611  0.120
13 H -3.8176 -1.8062 2.9748  0.122
14 H -2.6425 0.8370 2.5267  0.113
15 H -2.0405 -0.7114 1.9791  0.122
16 H -3.9046 -0.9343 0.3685  0.106
17 H -3.0435 0.6131 0.0967  0.097
18 C -0.2850 -0.3616 -0.6463  -0.038
19 C -1.1178 -0.1517 -1.8968  -0.477
20 C -0.2427 -0.2426 -3.1312  -0.043
21 O -1.8220 1.0964 -1.8344  -0.066
22 H 0.4768 0.4155 -0.5604  0.083
23 H -0.8892 -0.3170 0.2585  0.051
24 H 0.2174 -1.3300 -0.6778  0.074
25 H -1.9122 -0.9013 -1.9487  0.112
26 H 0.5528 0.5047 -3.0822  0.068
27 H -0.8123 -0.0864 -4.0479  0.086
28 H 0.2377 -1.2210 -3.1788  0.074
29 H -1.1702 1.8062 -1.7940  0.096
30 C 3.6836 2.9114 -3.5519  -0.054
31 C 3.8769 1.6157 -2.7839  -0.488
32 C 5.3282 1.1684 -2.7684  -0.049
33 O 3.0202 0.5902 -3.3065  -0.078
34 H 3.9912 2.7834 -4.5936  0.085
35 H 2.6368 3.2146 -3.5387  0.078
36 H 4.2842 3.7136 -3.1222  0.084
37 H 3.5308 1.7492 -1.7560  0.130
38 H 5.6801 0.9785 -3.7866  0.091
39 H 5.4497 0.2577 -2.1813  0.071
40 H 5.9679 1.9360 -2.3321  0.087
41 H 3.2578 0.4457 -4.2307  0.094
42 C 2.0779 -0.6462 3.2397  -0.049
43 C 2.3457 -0.0699 1.8589  -0.496
44 C 3.7926 0.3616 1.6901  -0.043
45 O 1.4559 1.0084 1.5766  -0.069
46 H 2.2811 0.1064 4.0074  0.073
47 H 1.0364 -0.9561 3.3325  0.073
48 H 2.7164 -1.5077 3.4388  0.084
49 H 2.1069 -0.8223 1.1020  0.116
50 H 4.0401 1.1428 2.4146  0.083
51 H 3.9578 0.7595 0.6887  0.068
52 H 4.4749 -0.4746 1.8483  0.085
53 H 1.6095 1.7210 2.2103  0.052
54 C 3.0273 -3.2518 -4.0056  -0.053
55 C 3.5959 -3.1690 -2.5979  -0.488
56 C 2.6059 -2.5465 -1.6290  -0.069
57 O 4.8187 -2.4384 -2.5905  -0.049
58 H 2.7785 -2.2487 -4.3654  0.070
59 H 3.7539 -3.6929 -4.6869  0.082
60 H 2.1171 -3.8537 -4.0291  0.079
61 H 3.8683 -4.1705 -2.2584  0.139
62 H 2.3864 -1.5226 -1.9472  0.056
63 H 3.0157 -2.5136 -0.6189  0.077
64 H 1.6685 -3.1081 -1.6104  0.078
65 H 4.6173 -1.5435 -2.8907  0.048
66 C 0.1160 3.8628 5.2063  -0.056
67 C 1.3756 3.6404 4.3874  -0.496
68 C 2.4837 4.6103 4.7558  -0.052
69 O 1.0877 3.7039 2.9848  -0.065
70 H -0.2704 4.8719 5.0369  0.083
71 H -0.6553 3.1452 4.9256  0.074
72 H 0.3183 3.7571 6.2724  0.084
73 H 1.7264 2.6163 4.5421  0.126
74 H 2.1607 5.6393 4.5747  0.085
75 H 3.3749 4.4213 4.1585  0.081
76 H 2.7456 4.5226 5.8106  0.085
77 H 0.7883 4.5971 2.7826  0.093
78 C -5.7737 -2.8253 -1.7509  -0.049
79 C -4.2622 -2.6863 -1.6848  -0.506
80 C -3.5498 -3.5884 -2.6724  -0.044
81 O -3.7896 -2.9159 -0.3472  -0.081
82 H -6.0735 -3.8493 -1.5146  0.089
83 H -6.2595 -2.1606 -1.0327  0.064
84 H -6.1465 -2.5884 -2.7474  0.089
85 H -3.9868 -1.6467 -1.8871  0.118
86 H -3.7852 -4.6361 -2.4674  0.089
87 H -2.4701 -3.4594 -2.6004  0.079
88 H -3.8599 -3.3674 -3.6937  0.090
89 H -3.9773 -3.8327 -0.1141  0.099

Forces on atoms 1 to 2 (eV/Å):
0.0163 -0.0015 0.0498
-0.0509 -0.0129 0.0061


(4)
A single C19H23N3O3 molecule at a distorted geometry, computed with wB97M-V/def2-TZVPD.

SMILES: COC1CCN(c2cc(C(=O)N3CC(c4ccccc4)C3)no2)CC1
HOMO-LUMO gap, eV: 8.941
HOMO, eV: -8.168
E_tot, Eh: -1127.68862
Energy relative to the best compared isomer or geometry (same formula, charge and spin), eV: 5.7685

Each line ends with the Löwdin charge.
Geometry (Å):
1 C -2.6151 6.5903 3.2367  -0.073
2 O -2.7181 5.4540 2.3448  -0.167
3 C -2.8454 4.1728 2.9786  -0.371
4 C -1.4602 3.6542 3.3647  -0.115
5 C -0.6622 3.2998 2.1164  -0.142
6 N -1.4080 2.3955 1.2288  -0.046
7 C -0.6331 1.5692 0.3845  -0.249
8 C -1.0837 0.7364 -0.5905  0.023
9 C 0.0674 0.0054 -1.1508  -0.156
10 C -0.0917 -1.1350 -2.1139  -0.349
11 O -1.2144 -1.4853 -2.4253  0.072
12 N 0.9760 -1.7742 -2.7858  -0.045
13 C 0.9440 -2.9685 -3.5598  -0.103
14 C 2.4081 -3.2161 -3.1640  -0.206
15 C 2.7082 -4.3528 -2.2126  -0.189
16 C 2.0770 -4.4621 -0.9530  -0.027
17 C 2.3348 -5.5419 -0.0994  -0.073
18 C 3.1855 -6.5576 -0.5452  -0.097
19 C 3.8082 -6.4709 -1.7941  -0.078
20 C 3.5924 -5.3538 -2.6308  -0.031
21 C 2.3809 -1.8112 -2.4988  -0.105
22 N 1.1670 0.4546 -0.5334  0.125
23 O 0.7488 1.4600 0.4169  -0.013
24 C -2.7678 2.8269 0.7953  -0.125
25 C -3.5173 3.1726 2.0714  -0.130
26 H -3.3684 7.3364 2.9929  0.083
27 H -1.6435 7.0774 3.0786  0.087
28 H -2.6706 6.3069 4.2753  0.078
29 H -3.4589 4.3160 3.8821  0.144
30 H -1.5651 2.7523 3.9752  0.124
31 H -0.9220 4.4246 3.9386  0.122
32 H 0.2957 2.8174 2.3368  0.125
33 H -0.4234 4.2134 1.5793  0.125
34 H -2.1560 0.5770 -0.8540  0.119
35 H 0.2391 -3.7788 -3.2136  0.145
36 H 0.7618 -2.7534 -4.6232  0.127
37 H 3.0843 -3.2161 -4.0537  0.144
38 H 1.3525 -3.7352 -0.6668  0.103
39 H 1.8657 -5.6740 0.8607  0.098
40 H 3.3334 -7.4466 0.0850  0.105
41 H 4.4469 -7.2452 -2.1122  0.082
42 H 4.0587 -5.3115 -3.6209  0.111
43 H 2.9520 -1.0547 -3.0793  0.129
44 H 2.6764 -1.8072 -1.4651  0.107
45 H -2.7374 3.7047 0.1584  0.125
46 H -3.2785 2.0482 0.2044  0.118
47 H -4.5103 3.5689 1.7955  0.126
48 H -3.7139 2.2172 2.6454  0.145

Forces on atoms 1 to 2 (eV/Å):
0.7084 -0.4278 -1.0623
-0.3821 0.2978 0.2349


> The lowest E_tot belongs to which entry?

C22H58BrN2O6